This record from the Open Molecules 2025 dataset describes a 14-piece molecular cluster, H28O14 overall in a non-equilibrium geometry. The level of theory is ωB97M-V/def2-TZVPD.

CARTESIAN COORDINATES (ANGSTROEM)
O1 12.534 -4.561 -0.242
O2 14.803 -8.295 -0.682
O3 13.965 -6.641 1.610
O4 11.848 -8.258 -4.241
O5 15.434 -3.690 -0.424
O6 15.242 -6.374 -3.088
O7 12.684 -5.426 -4.012
O8 9.896 -5.221 -0.829
O9 13.470 -3.299 -2.425
O10 12.607 -6.913 -1.571
O11 11.140 -9.276 -0.520
O12 9.924 -7.536 -2.340
O13 14.019 -10.093 -2.830
O14 13.105 -9.381 1.273
H1 15.370 -2.709 -0.464
H2 12.736 -6.006 -1.339
H3 13.812 -7.578 1.370
H4 14.424 -3.333 -2.451
H5 13.733 -10.998 -2.748
H6 13.067 -3.555 -1.590
H7 9.702 -7.086 -3.117
H8 9.682 -6.810 -1.712
H9 12.739 -10.182 1.635
H10 12.855 -4.640 -3.541
H11 13.407 -7.228 -1.106
H12 11.565 -4.669 -0.406
H13 15.888 -5.791 -2.782
H14 15.562 -7.260 -3.017
H15 14.794 -9.015 -0.047
H16 10.195 -5.710 -0.019
H17 12.840 -6.097 -3.391
H18 9.145 -4.700 -0.529
H19 13.265 -9.556 -2.958
H20 14.552 -3.954 -0.603
H21 14.524 -8.752 -1.482
H22 12.504 -9.327 0.529
H23 11.047 -8.579 -4.672
H24 11.613 -8.133 -3.293
H25 13.170 -6.219 1.472
H26 11.008 -8.369 -0.780
H27 12.608 -4.109 0.632
H28 10.764 -9.739 -1.263

## Properties
**Largest force on an atom**: 3.186 eV/A
**ΔE to the lowest compared entry with this formula, charge and spin**: 53.2 kcal/mol
**LUMO level**: -0.6 eV

***

This record from the Open Molecules 2025 dataset describes H22O11 as an isolated structure in a non-equilibrium geometry. The level of theory is ωB97M-V/def2-TZVPD.

CARTESIAN COORDINATES (ANGSTROEM)
O1 2.026 -2.660 2.344
O2 -0.791 1.683 2.909
O3 0.323 -1.262 -0.102
O4 -3.555 -1.397 -2.585
O5 1.035 1.870 4.301
O6 0.753 2.465 -2.941
O7 5.641 -0.932 -1.101
O8 -3.409 -0.386 1.048
O9 1.834 1.302 -3.669
O10 -1.730 1.017 -2.981
O11 -1.973 -1.335 3.129
H1 -1.791 0.063 -3.106
H2 -4.513 -1.371 -2.684
H3 -2.224 -1.494 4.046
H4 -3.260 -1.975 -3.297
H5 -1.149 1.530 2.027
H6 1.982 0.576 -4.284
H7 5.064 -1.152 -1.841
H8 -2.523 1.360 -3.408
H9 0.902 1.105 4.872
H10 -0.127 2.481 -3.333
H11 1.676 1.566 3.648
H12 -2.369 -2.070 2.647
H13 -3.102 -1.300 1.029
H14 2.460 1.979 -3.950
H15 0.138 1.438 2.831
H16 -4.303 -0.447 1.405
H17 1.379 -2.998 2.973
H18 0.846 3.336 -2.538
H19 1.090 -0.679 -0.133
H20 -0.422 -0.680 -0.290
H21 6.491 -0.743 -1.514
H22 2.520 -3.443 2.074

## Properties
**Largest force on an atom**: 8.887 eV/A
**ΔE to the lowest compared entry with this formula, charge and spin**: 150.1 kcal/mol
**LUMO level**: 0.3 eV